The following is a DFT calculation (ωB97M-V/def2-TZVPD) of a structure of composition C32H49BCaN12O4SSeSi at a distorted geometry.

Summary:
orbital gap (spin up / spin down) = 7.554 / 7.762 eV
2S+1 = 2
calculated total energy = -5998.66537 Ha
relative energy (zero: lowest compared OMol25 entry of this formula, charge and spin) = 181.48 kJ/mol
total charge = -1

Geometry as XYZ:
```
102
Properties=species:S:1:pos:R:3:forces:R:3
Ca 0.369 0.692 1.322 -1.3 -0.1 -0.6
C 0.547 2.487 4.558 0.0 0.0 0.1
C -0.704 2.791 3.803 0.2 0.0 0.0
C -1.725 3.697 4.125 0.0 0.0 -0.1
C -2.611 3.612 3.076 0.0 0.0 0.0
N -2.146 2.704 2.194 0.0 0.1 0.1
N -0.968 2.201 2.642 -0.2 0.0 0.0
B -2.869 2.271 0.897 -0.1 0.0 0.1
N -3.275 0.764 0.957 0.3 -0.1 -0.1
C -4.442 0.184 0.615 0.0 0.0 0.1
C -4.272 -1.181 0.640 0.0 0.0 -0.2
C -2.917 -1.363 0.959 0.1 0.0 0.0
C -2.172 -2.657 0.999 0.1 0.0 0.0
N -2.321 -0.189 1.154 -0.1 0.1 -0.1
N -2.006 2.487 -0.373 0.0 -0.2 -0.1
C -2.400 2.950 -1.573 0.0 0.0 -0.1
C -1.388 2.730 -2.484 -0.1 0.0 0.1
C -0.377 2.100 -1.741 0.2 0.0 0.0
C 0.958 1.615 -2.200 0.1 0.0 -0.1
N -0.758 1.943 -0.481 -0.3 0.3 0.0
N -4.159 3.114 0.840 0.0 0.0 -0.1
C -5.286 2.927 1.568 0.0 0.0 0.1
C -6.040 4.072 1.497 0.0 0.0 0.0
C -5.270 4.947 0.701 0.0 0.0 0.0
C -5.578 6.353 0.296 0.0 0.0 0.0
N -4.143 4.370 0.324 0.0 -0.1 0.0
H 0.551 3.031 5.502 0.0 0.0 0.0
H 1.434 2.763 3.987 0.0 0.0 0.0
H 0.660 1.424 4.768 0.0 0.0 0.0
H -1.790 4.328 4.995 0.0 0.0 0.0
H -3.531 4.144 2.897 0.1 0.0 0.0
H -5.309 0.777 0.375 0.1 -0.1 0.0
H -5.006 -1.941 0.427 0.0 0.0 0.0
H -2.735 -3.433 0.478 0.0 0.0 0.0
H -1.996 -2.997 2.020 0.0 0.0 0.0
H -1.206 -2.559 0.502 0.0 0.0 0.1
H -3.353 3.437 -1.680 0.0 0.0 0.0
H -1.366 3.006 -3.524 0.0 0.0 0.0
H 1.321 2.218 -3.033 0.0 0.0 0.0
H 0.902 0.573 -2.521 0.0 0.0 0.0
H 1.698 1.663 -1.398 0.0 0.0 0.0
H -5.451 2.015 2.118 0.0 0.1 0.0
H -6.998 4.256 1.954 0.0 0.0 0.0
H -6.650 6.545 0.333 0.0 0.0 0.0
H -5.225 6.546 -0.717 0.0 0.0 0.0
H -5.087 7.069 0.959 0.0 0.0 0.0
C 2.377 -3.169 4.465 0.0 0.0 0.1
Si 0.746 -3.337 3.570 0.1 0.1 -0.1
C -0.179 -4.796 4.348 0.0 -0.1 0.0
C 1.020 -3.778 1.765 -0.1 -0.1 -0.1
C -0.252 -1.806 3.872 0.1 0.1 0.1
H 3.022 -4.018 4.217 0.0 0.0 0.0
H 2.218 -3.171 5.547 0.0 0.0 0.0
H 2.900 -2.246 4.207 -0.1 0.0 0.0
H 0.418 -5.711 4.269 0.0 0.0 0.0
H -1.135 -4.977 3.847 0.0 0.0 0.0
H -0.384 -4.618 5.407 0.0 0.0 0.0
H 1.974 -4.308 1.678 0.0 0.0 0.0
H 1.101 -2.901 1.121 0.0 -0.1 0.1
H 0.235 -4.438 1.384 0.0 0.0 0.0
H 0.023 -1.172 4.712 0.0 0.0 0.0
H -0.995 -1.359 3.222 -0.1 -0.1 0.0
C 5.958 2.414 -3.056 0.0 0.1 0.0
C 6.074 1.138 -2.235 0.0 -0.1 0.1
N 4.778 0.619 -1.827 -0.1 0.0 -0.1
C 4.339 -0.652 -1.976 0.3 0.2 0.0
S 3.152 -1.254 -1.010 -0.2 -0.2 0.0
N 4.981 -1.414 -2.962 -0.2 0.2 0.0
C 4.824 -0.943 -4.345 0.0 0.0 0.0
C 5.631 -1.810 -5.291 0.0 -0.1 0.0
H 6.944 2.745 -3.390 0.0 0.0 0.0
H 5.517 3.219 -2.466 0.0 0.0 0.0
H 5.327 2.265 -3.934 0.0 0.0 0.0
H 6.659 1.333 -1.332 0.0 0.0 0.0
H 6.595 0.355 -2.781 0.0 0.0 0.0
H 4.342 1.069 -1.034 0.0 0.1 0.1
H 4.623 -2.354 -2.870 0.0 -0.1 0.0
H 5.161 0.091 -4.403 0.0 0.0 0.0
H 3.764 -0.946 -4.628 0.0 0.0 0.0
H 6.687 -1.798 -5.019 0.0 0.0 0.0
H 5.530 -1.461 -6.320 0.0 0.0 0.0
H 5.287 -2.847 -5.259 0.0 0.0 0.0
O 2.352 1.578 1.709 0.5 -0.1 0.2
Se 2.942 0.178 2.449 0.1 -0.1 0.3
O 2.817 0.313 4.065 0.1 0.0 -0.3
O 1.739 -0.907 1.946 0.7 0.1 0.3
O 4.415 -0.212 1.916 -0.2 0.1 0.0
N -2.856 -1.746 -2.877 0.2 0.0 0.0
C -2.207 -0.807 -2.121 -0.1 0.0 0.1
N -0.966 -1.091 -1.891 0.4 -0.2 -0.3
C -0.739 -2.289 -2.574 -0.1 0.0 0.2
C 0.434 -3.033 -2.710 -0.2 0.2 0.0
C 0.364 -4.211 -3.429 0.0 0.0 0.0
C -0.837 -4.647 -4.010 0.0 0.0 0.0
C -2.003 -3.912 -3.901 0.0 0.0 0.0
C -1.924 -2.726 -3.177 -0.2 0.1 0.0
H -3.823 -1.721 -3.135 -0.1 0.0 0.0
H -2.711 0.079 -1.765 -0.1 0.0 0.1
H 1.351 -2.660 -2.273 0.1 -0.1 0.0
H 1.256 -4.814 -3.547 0.0 0.0 0.0
H -0.849 -5.578 -4.564 0.0 0.0 0.0
H -2.927 -4.245 -4.358 0.0 0.0 0.0
```
Forces are in eV/Å.

---

The following is a DFT calculation (ωB97M-V/def2-TZVPD) of a cluster of 5 separate species, C13H24N2O9 in total at a distorted geometry.

Summary:
orbital gap = 10.559 eV
calculated total energy = -1296.36374 Ha
relative energy (zero: lowest compared OMol25 entry of this formula, charge and spin) = 0.00 kJ/mol

Geometry as XYZ:
```
48
Properties=species:S:1:pos:R:3:forces:R:3
C 3.988 -3.393 -0.134 0.4 0.3 -0.1
C 2.609 -3.454 0.247 -4.6 0.0 1.8
N 1.478 -3.455 0.584 3.7 -0.1 -1.2
H 3.973 -3.161 -1.199 0.5 -0.3 -0.1
H 4.500 -4.315 0.139 0.0 0.0 -0.4
H 4.468 -2.570 0.394 0.0 0.0 0.0
C -1.554 -2.325 0.730 -0.3 1.0 -0.7
C -1.039 -0.941 0.612 0.8 0.0 0.4
N -0.583 0.117 0.525 -0.5 -1.0 0.2
H -1.914 -2.536 -0.276 -0.2 -0.3 0.0
H -2.419 -2.301 1.392 0.2 -0.3 0.1
H -0.786 -3.059 0.978 -0.1 0.4 0.2
C -0.751 -4.659 -2.089 0.2 1.6 -1.6
O -0.775 -5.881 -2.793 0.1 -1.5 0.0
C -0.096 -6.136 -3.936 0.1 1.2 -0.7
O 0.647 -5.387 -4.547 -0.8 -0.9 1.0
O -0.487 -7.352 -4.327 -0.7 -0.2 1.7
C -0.010 -7.994 -5.469 0.3 0.9 -1.8
H -0.849 -3.887 -2.852 0.3 0.4 0.0
H 0.164 -4.447 -1.536 -0.1 -0.5 0.1
H -1.657 -4.510 -1.501 0.2 -0.9 0.2
H -0.316 -9.039 -5.510 0.3 0.1 0.8
H 1.053 -7.805 -5.619 0.1 -0.4 0.2
H -0.493 -7.560 -6.345 -0.1 0.2 -0.1
C 0.224 2.374 -1.312 -1.3 0.0 0.7
O 0.194 3.796 -1.504 0.5 -0.3 -1.1
C 0.823 4.581 -0.651 0.4 -1.8 3.0
O 1.248 4.254 0.452 -0.2 0.1 -1.3
O 0.843 5.770 -1.136 0.6 3.0 -1.1
C 1.541 6.877 -0.511 0.3 0.2 0.2
H -0.633 2.169 -0.670 0.4 -0.3 0.1
H 1.126 1.965 -0.857 0.0 0.4 -0.1
H -0.008 1.895 -2.264 0.3 0.3 -0.1
H 2.008 7.482 -1.288 -0.5 -0.2 -0.4
H 2.379 6.660 0.151 -0.3 -1.0 0.1
H 0.858 7.515 0.050 -0.3 -0.3 -0.1
C -0.392 2.491 3.273 0.7 0.4 1.1
O -0.765 3.886 3.557 -0.3 -1.3 -0.7
C -1.676 4.168 4.480 -0.6 -1.1 2.1
O -2.227 3.419 5.310 1.3 1.7 -2.5
O -1.807 5.505 4.433 0.2 -0.1 -0.7
C -2.856 6.094 5.156 -0.1 -0.3 1.6
H 0.546 2.556 2.722 -0.2 0.2 0.0
H -1.077 1.857 2.710 -0.5 0.7 0.0
H -0.193 2.008 4.230 -0.1 -0.1 0.0
H -2.791 5.755 6.190 -0.3 -0.3 0.1
H -3.830 5.807 4.759 0.0 0.3 -0.1
H -2.683 7.166 5.249 -0.1 -0.1 -0.8
```
Forces are in eV/Å.

---

> Which of these has the lowest calculated total energy?

C32H49BCaN12O4SSeSi

---

> Look up the relative energy (zero: lowest compared OMol25 entry of this formula, charge and spin) of the second one.

0.00 kJ/mol

---

What did the second record say?
The following is a DFT calculation (ωB97M-V/def2-TZVPD) of a cluster of 5 separate species, C13H24N2O9 in total at a distorted geometry.

Summary:
orbital gap = 10.559 eV
calculated total energy = -1296.36374 Ha
relative energy (zero: lowest compared OMol25 entry of this formula, charge and spin) = 0.00 kJ/mol

Geometry as XYZ:
```
48
Properties=species:S:1:pos:R:3:forces:R:3
C 3.988 -3.393 -0.134 0.4 0.3 -0.1
C 2.609 -3.454 0.247 -4.6 0.0 1.8
N 1.478 -3.455 0.584 3.7 -0.1 -1.2
H 3.973 -3.161 -1.199 0.5 -0.3 -0.1
H 4.500 -4.315 0.139 0.0 0.0 -0.4
H 4.468 -2.570 0.394 0.0 0.0 0.0
C -1.554 -2.325 0.730 -0.3 1.0 -0.7
C -1.039 -0.941 0.612 0.8 0.0 0.4
N -0.583 0.117 0.525 -0.5 -1.0 0.2
H -1.914 -2.536 -0.276 -0.2 -0.3 0.0
H -2.419 -2.301 1.392 0.2 -0.3 0.1
H -0.786 -3.059 0.978 -0.1 0.4 0.2
C -0.751 -4.659 -2.089 0.2 1.6 -1.6
O -0.775 -5.881 -2.793 0.1 -1.5 0.0
C -0.096 -6.136 -3.936 0.1 1.2 -0.7
O 0.647 -5.387 -4.547 -0.8 -0.9 1.0
O -0.487 -7.352 -4.327 -0.7 -0.2 1.7
C -0.010 -7.994 -5.469 0.3 0.9 -1.8
H -0.849 -3.887 -2.852 0.3 0.4 0.0
H 0.164 -4.447 -1.536 -0.1 -0.5 0.1
H -1.657 -4.510 -1.501 0.2 -0.9 0.2
H -0.316 -9.039 -5.510 0.3 0.1 0.8
H 1.053 -7.805 -5.619 0.1 -0.4 0.2
H -0.493 -7.560 -6.345 -0.1 0.2 -0.1
C 0.224 2.374 -1.312 -1.3 0.0 0.7
O 0.194 3.796 -1.504 0.5 -0.3 -1.1
C 0.823 4.581 -0.651 0.4 -1.8 3.0
O 1.248 4.254 0.452 -0.2 0.1 -1.3
O 0.843 5.770 -1.136 0.6 3.0 -1.1
C 1.541 6.877 -0.511 0.3 0.2 0.2
H -0.633 2.169 -0.670 0.4 -0.3 0.1
H 1.126 1.965 -0.857 0.0 0.4 -0.1
H -0.008 1.895 -2.264 0.3 0.3 -0.1
H 2.008 7.482 -1.288 -0.5 -0.2 -0.4
H 2.379 6.660 0.151 -0.3 -1.0 0.1
H 0.858 7.515 0.050 -0.3 -0.3 -0.1
C -0.392 2.491 3.273 0.7 0.4 1.1
O -0.765 3.886 3.557 -0.3 -1.3 -0.7
C -1.676 4.168 4.480 -0.6 -1.1 2.1
O -2.227 3.419 5.310 1.3 1.7 -2.5
O -1.807 5.505 4.433 0.2 -0.1 -0.7
C -2.856 6.094 5.156 -0.1 -0.3 1.6
H 0.546 2.556 2.722 -0.2 0.2 0.0
H -1.077 1.857 2.710 -0.5 0.7 0.0
H -0.193 2.008 4.230 -0.1 -0.1 0.0
H -2.791 5.755 6.190 -0.3 -0.3 0.1
H -3.830 5.807 4.759 0.0 0.3 -0.1
H -2.683 7.166 5.249 -0.1 -0.1 -0.8
```
Forces are in eV/Å.

---

> Which value of relative energy (zero: lowest compared OMol25 entry of this formula, charge and spin) does entry 2 give?

0.00 kJ/mol